Density functional theory data (ωB97M-V with the def2-TZVPD basis set) for a structure of composition C21H21FeNO6.

Computed properties:
⟨S²⟩ = 6.076
E_HOMO (spin up / spin down) = -6.0 / -8.6 eV
2S+1 = 5
Orbital gap (spin up / spin down) = 6.4 / 6.3 eV
Total charge = 0
LUMO level (spin up / spin down) = 0.4 / -2.3 eV

Element x y z (Å)
C  -3.411  3.236  -0.964
O  -2.425  3.329  0.079
C  -1.179  2.759  -0.066
C  -0.712  2.095  -1.257
C  -0.206  0.686  -1.031
C  0.744  0.501  0.178
C  0.308  1.371  1.315
C  -0.480  2.459  1.188
Fe  0.056  4.121  -1.333
C  1.253  3.822  -2.546
O  2.140  3.703  -3.287
C  1.208  4.802  -0.214
O  2.100  5.365  0.278
C  -0.354  5.729  -1.883
O  -0.386  6.837  -2.224
H  -3.908  4.208  -0.974
H  -2.991  3.014  -1.956
H  -4.137  2.468  -0.671
H  -1.256  2.159  -2.216
H  -1.071  0.026  -0.842
H  0.289  0.342  -1.952
H  1.716  0.901  -0.157
H  0.683  1.066  2.299
H  -0.699  3.123  2.033
C  4.096  -0.338  -2.875
C  3.071  -1.353  -2.439
O  2.516  -0.851  -1.208
C  1.546  -1.649  -0.699
C  0.958  -0.925  0.523
N  -0.226  -1.667  0.817
C  -0.543  -1.930  2.026
C  -1.173  -3.182  2.426
C  -1.789  -3.304  3.690
C  -2.372  -4.514  4.051
C  -2.329  -5.606  3.167
C  -1.695  -5.490  1.919
C  -1.130  -4.270  1.540
O  1.226  -2.718  -1.152
H  4.540  -0.676  -3.816
H  3.651  0.654  -3.037
H  4.899  -0.235  -2.133
H  2.268  -1.449  -3.184
H  3.523  -2.331  -2.234
H  1.727  -1.014  1.323
H  -0.348  -1.215  2.853
H  -1.787  -2.430  4.342
H  -2.851  -4.603  5.027
H  -2.786  -6.550  3.463
H  -1.634  -6.343  1.244
H  -0.641  -4.134  0.572

=====

Density functional theory data (ωB97M-V with the def2-TZVPD basis set) for a structure of composition C21H21IN3PtS2.

Computed properties:
E_HOMO = -2.8 eV
Orbital gap = 4.9 eV
Total charge = -1
LUMO level = 2.2 eV

Element x y z (Å)
Pt  0.185  1.157  0.659
C  2.122  0.781  4.942
C  1.832  0.785  3.465
S  0.147  0.873  3.070
C  2.814  0.733  2.532
C  4.284  0.719  2.846
S  2.481  0.682  0.837
H  1.186  0.771  5.495
H  2.683  1.673  5.222
H  2.707  -0.096  5.220
H  4.473  0.715  3.916
H  4.752  1.602  2.410
H  4.756  -0.156  2.398
C  -1.578  -2.063  0.502
N  -1.562  -0.630  0.384
C  -2.680  -0.026  0.206
C  -2.787  1.373  0.331
C  -3.931  2.184  0.380
C  -3.496  3.442  0.767
C  -2.112  3.350  0.934
N  -1.688  2.118  0.660
C  -0.780  -2.705  -0.596
C  0.586  -2.470  -0.661
C  1.343  -3.038  -1.666
C  0.743  -3.857  -2.607
C  -0.619  -4.094  -2.548
C  -1.379  -3.515  -1.547
H  -2.610  -2.460  0.499
H  -1.111  -2.315  1.464
H  -3.608  -0.591  0.039
H  -4.939  1.867  0.178
H  -4.092  4.328  0.904
H  -1.436  4.128  1.245
H  1.037  -1.835  0.090
H  2.404  -2.844  -1.709
H  1.336  -4.312  -3.389
H  -1.090  -4.734  -3.283
H  -2.445  -3.700  -1.498
I  -0.357  4.306  -1.825
C  -0.218  2.215  -2.243
C  -0.711  1.776  -3.444
C  -0.293  0.535  -3.918
C  0.740  -0.105  -3.220
C  1.150  0.403  -2.017
N  0.606  1.513  -1.449
H  -1.379  2.396  -4.022
H  -0.680  0.128  -4.836
H  1.232  -0.975  -3.630
H  1.983  -0.031  -1.482

=====

Density functional theory data (ωB97M-V with the def2-TZVPD basis set) for a structure of composition C21H21N4O4Pd.

Computed properties:
⟨S²⟩ = 2.007
E_HOMO (spin up / spin down) = -10.7 / -11.4 eV
2S+1 = 3
Orbital gap (spin up / spin down) = 7.7 / 7.4 eV
Total charge = +1
LUMO level (spin up / spin down) = -3.0 / -4.0 eV

Element x y z (Å)
Pd  -1.000  -0.448  0.375
O  5.814  1.793  0.055
C  5.489  0.401  -0.059
C  4.047  0.236  -0.338
C  3.479  -0.987  -0.701
C  2.080  -1.053  -0.743
N  1.167  -0.139  -0.356
C  1.746  1.029  -0.024
C  3.112  1.201  0.128
C  0.799  2.163  0.210
C  1.238  3.473  -0.017
C  0.301  4.504  -0.003
C  0.637  5.983  -0.126
O  1.421  6.350  1.007
C  -0.999  4.149  0.329
C  -1.329  2.824  0.527
N  -0.466  1.811  0.455
H  6.617  2.054  -0.364
H  5.719  -0.072  0.913
H  6.074  -0.109  -0.750
H  3.973  -1.916  -0.995
H  1.614  -1.962  -1.094
H  3.492  2.117  0.506
H  2.279  3.675  -0.256
H  -0.292  6.547  -0.253
H  1.211  6.094  -1.043
H  1.457  7.304  1.137
H  -1.778  4.844  0.454
H  -2.417  2.599  0.712
C  -5.107  0.993  -0.118
O  -3.809  0.678  -0.679
C  -3.048  0.016  0.169
O  -3.456  -0.396  1.229
H  -4.959  1.394  0.888
H  -5.719  0.113  -0.063
H  -5.570  1.837  -0.734
N  0.380  -4.534  0.413
C  0.323  -3.211  0.705
N  -0.841  -2.660  0.534
C  -1.639  -3.706  0.121
C  -3.000  -3.708  -0.115
C  -3.647  -4.917  -0.415
C  -2.848  -6.016  -0.626
C  -1.478  -6.068  -0.411
C  -0.902  -4.912  -0.012
H  1.243  -4.980  0.197
H  1.157  -2.651  1.070
H  -3.592  -2.826  0.075
H  -4.735  -4.973  -0.624
H  -3.357  -6.966  -0.778
H  -0.877  -6.973  -0.510